(1)
Formula: C33H35BIrN12PS
Source: the Open Molecules 2025 dataset
Level of theory: ωB97M-V/def2-TZVPD

Values from the calculation:
Net charge: +4
Max |F| (eV/A): 4.0
HOMO (alpha / beta) (eV): -18.22 / -18.22

The geometry in XYZ format:
```
84
Properties=species:S:1:pos:R:3:forces:R:3
Ir 0.42359 -0.28105 -0.45192 -1.068 -1.171 2.221
C 4.03690 1.68757 -1.61628 -0.320 -0.095 -0.001
C 2.73439 1.27290 -1.86195 0.575 0.271 -0.106
N 2.23601 0.69102 -0.77222 -0.524 -0.147 -0.516
N 3.18315 0.72368 0.18254 -0.027 0.262 0.409
C 4.28074 1.32283 -0.30577 0.028 0.089 -0.238
B 2.96731 -0.04008 1.52364 2.511 -0.552 -0.689
N 2.74095 -1.48704 1.08579 0.130 0.193 0.587
C 3.54326 -2.55593 1.23032 -0.175 -0.413 -0.178
C 2.99382 -3.62497 0.55847 -0.174 0.312 0.004
C 1.83315 -3.12185 -0.01270 0.288 -0.298 0.115
N 1.69222 -1.83027 0.28678 -0.929 0.366 -0.598
N 1.64366 0.55096 2.09625 -3.844 0.304 -1.219
C 1.51413 1.57353 2.99935 -0.111 0.354 1.227
C 0.30455 2.15592 2.88312 -0.274 -0.430 -0.829
C -0.37359 1.50481 1.72621 0.002 0.135 1.365
N 0.49348 0.37252 1.44520 2.656 1.288 -1.107
N 4.11778 0.29953 2.44944 -0.646 0.328 -0.546
C 5.16628 -0.32309 3.01356 1.699 0.199 1.420
C 5.94903 0.63063 3.66453 -0.522 -0.650 -0.635
C 5.28157 1.85566 3.43844 0.894 -1.294 -0.201
N 4.25396 1.63972 2.67203 -2.181 1.197 -0.630
H 4.70269 2.17585 -2.29918 0.164 0.101 -0.064
H 2.15541 1.37899 -2.75586 -0.100 -0.095 -0.182
H 5.17189 1.46727 0.26968 0.112 -0.040 0.320
H 4.46990 -2.52501 1.76175 0.074 0.119 0.203
H 3.38246 -4.61980 0.48209 0.068 -0.197 0.010
H 1.12191 -3.65578 -0.60782 -0.090 0.003 -0.113
H 2.30106 1.81065 3.68768 0.295 -0.106 0.034
H -0.08752 2.96490 3.46434 -0.084 0.219 0.314
H -1.40801 1.19249 1.90129 -0.048 -0.169 0.081
H 5.32818 -1.37904 3.00069 0.024 -0.221 -0.034
H 6.90402 0.49193 4.13509 -0.035 -0.204 0.265
H 5.55495 2.84218 3.75656 0.002 0.245 0.014
C -0.68432 2.27182 -4.41690 -0.058 0.258 -0.119
C -0.52273 1.54378 -3.12655 0.114 -0.841 -0.771
N -0.16891 0.30899 -3.00185 -0.030 0.591 -0.031
N 0.06454 -0.45949 -4.08485 -0.092 1.456 -0.715
C 0.08585 -1.80055 -3.96563 -0.043 -1.136 1.038
N 0.19748 -2.56435 -5.03288 0.037 0.439 -0.219
S -0.06216 -2.44669 -2.40819 0.234 0.207 0.043
C -0.70647 2.26647 -1.86146 0.667 -1.657 0.360
C -1.17551 3.58770 -1.86171 -0.222 0.819 1.246
C -1.49709 4.23286 -0.64957 -0.298 0.111 -0.862
C -1.13822 3.64847 0.51792 0.772 -0.687 0.103
C -0.29658 2.41996 0.46667 -0.663 -0.293 0.013
N -0.44732 1.60713 -0.72552 0.512 -0.218 -0.601
H -0.68218 1.62627 -5.29274 -0.046 0.076 0.070
H 0.12392 2.99932 -4.53486 0.015 0.011 -0.090
H -1.62313 2.82056 -4.44354 -0.106 -0.004 -0.104
H 0.11059 -0.02976 -5.00951 -0.049 -0.131 0.290
H 0.28832 -2.19896 -5.97478 -0.036 -0.004 0.093
H 0.18969 -3.57214 -4.94445 0.046 0.054 0.123
H -1.34631 4.11142 -2.78634 -0.080 0.017 -0.235
H -2.02633 5.17313 -0.67060 -0.018 0.168 0.031
H -1.32763 4.09924 1.47609 -0.036 0.276 0.230
H 0.74979 2.80862 0.45434 -0.063 -0.028 -0.197
C -1.62595 -3.31387 0.36360 0.333 0.067 -0.224
P -1.72701 -1.50507 0.17472 -0.077 0.015 0.040
C -2.29921 -1.11543 1.87511 0.306 0.259 -0.457
C -1.49262 -1.52142 2.94530 -0.038 0.123 -0.192
C -1.98943 -1.50326 4.23570 0.074 0.297 0.023
C -3.28150 -1.04249 4.46732 -0.159 0.064 -0.050
C -4.08259 -0.64838 3.40418 -0.138 0.120 0.288
C -3.58994 -0.64384 2.10853 0.190 -0.344 -0.139
C -3.12709 -1.20439 -0.94315 0.379 0.308 -0.086
C -3.49359 0.11829 -1.23740 0.136 -0.465 0.113
C -4.62417 0.38084 -1.98651 -0.026 -0.091 -0.158
C -5.39635 -0.67559 -2.46385 0.166 -0.158 0.053
C -5.03404 -1.98966 -2.18070 -0.138 0.238 -0.151
C -3.88803 -2.26131 -1.45246 0.128 0.235 0.369
H -2.57065 -3.64922 0.79989 0.062 0.113 -0.038
H -0.82645 -3.56722 1.05710 0.016 0.000 0.038
H -1.46064 -3.82171 -0.58314 -0.005 -0.052 -0.014
H -0.48249 -1.86545 2.76758 0.117 -0.234 -0.016
H -1.37869 -1.83985 5.05947 0.066 -0.017 0.076
H -3.65785 -0.97963 5.47926 -0.079 -0.170 -0.002
H -5.11469 -0.37311 3.57216 0.025 0.172 0.095
H -4.22586 -0.35073 1.28727 -0.108 -0.010 -0.047
H -2.88862 0.93134 -0.85848 -0.025 0.151 0.114
H -4.91097 1.39811 -2.20734 -0.056 0.086 -0.003
H -6.26770 -0.47678 -3.07043 -0.110 0.015 0.058
H -5.65596 -2.80762 -2.51577 0.018 -0.018 -0.110
H -3.62645 -3.28800 -1.25220 0.012 -0.089 0.023
```
Forces are in eV/Å.


(2)
Formula: C7H14N2
Source: the Open Molecules 2025 dataset
Level of theory: ωB97M-V/def2-TZVPD

Values from the calculation:
Energy above the lowest of the compared OMol25 structures with the same formula, charge and spin (kcal/mol): 127.4
Max |F| (eV/A): 5.1
HOMO (eV): -7.33

The geometry in XYZ format:
```
23
Properties=species:S:1:pos:R:3:forces:R:3
C -1.67514 1.10656 0.54047 0.495 -1.771 2.185
C -2.44388 1.61735 -0.30977 -2.308 2.444 -3.801
C -1.81201 -0.34714 0.74936 4.275 -0.477 -0.353
C -0.97027 -1.24164 -0.29513 0.413 0.765 3.114
C 0.46997 -1.67688 -0.03425 -0.928 -0.579 0.825
C 1.79923 1.64336 0.03711 0.115 1.988 2.746
C 2.65525 -1.00419 -0.62339 -3.486 -0.936 1.196
N 1.10737 0.49312 0.42332 -0.782 -2.104 0.450
N 1.50958 -0.64998 0.00268 1.114 -0.356 -2.081
H -2.69593 2.65003 -0.40158 0.264 0.677 -0.146
H -2.81579 0.98217 -1.06430 -1.132 -0.611 -0.859
H -1.44972 -0.57165 1.79011 -0.825 -0.318 -0.967
H -2.80709 -0.55975 0.49193 -1.360 -0.775 0.503
H -1.40912 -2.14148 -0.01445 -1.212 -2.136 -0.439
H -1.16354 -1.03822 -1.30494 -0.313 0.638 -1.355
H 0.50141 -2.25103 0.89361 0.016 0.400 0.376
H 0.67986 -2.46355 -0.76823 0.415 0.591 -0.161
H 0.87777 2.26908 -0.07209 1.468 0.607 -0.979
H 2.34559 2.11783 0.92671 -0.658 -0.537 -0.682
H 2.62067 1.59565 -0.65954 -0.416 -0.079 -1.219
H -1.29964 1.78466 1.20741 1.574 0.987 2.129
H 3.36931 -0.27988 -0.56002 2.357 1.083 -0.286
H 2.60612 -2.03441 -0.95503 0.914 0.498 -0.197
```
Forces are in eV/Å.


(3)
Formula: C21H32F8N4O
Source: the Open Molecules 2025 dataset
Level of theory: ωB97M-V/def2-TZVPD

Values from the calculation:
Max |F| (eV/A): 4.8
HOMO (eV): -11.60

The geometry in XYZ format:
```
66
Properties=species:S:1:pos:R:3:forces:R:3
F 37.91361 -17.60087 18.22190 -0.421 -0.340 -0.865
C 37.09154 -18.35412 19.00139 0.207 2.145 0.861
F 36.43467 -19.28973 18.36909 -0.067 -1.742 -1.449
C 37.99326 -18.85708 20.09098 0.957 -1.337 1.591
F 38.55948 -17.78090 20.65661 0.433 0.886 -0.007
F 39.06992 -19.62315 19.57291 -1.996 0.738 0.715
C 37.27099 -19.59485 21.25129 1.501 -1.044 -0.399
O 36.22092 -18.83710 21.79330 -3.687 -0.459 0.537
C 34.87121 -19.45716 21.78509 3.131 -1.215 -0.702
F 34.35592 -19.20157 20.59765 -1.184 1.220 -0.628
F 35.01145 -20.79719 21.74356 0.076 -0.307 0.972
C 33.94487 -19.05328 22.96898 0.947 0.755 -0.251
F 32.77683 -19.66691 22.93945 -1.446 -0.267 -1.518
F 34.41522 -19.45547 24.14314 1.667 0.292 0.723
H 36.30387 -17.70552 19.38478 0.326 0.380 0.449
H 37.92444 -19.73136 22.11295 0.701 0.077 -0.462
H 37.08625 -20.60083 20.87447 -0.841 0.070 0.123
H 33.85360 -17.96925 22.90067 -0.304 0.196 0.369
C 31.48266 -20.83305 26.51046 0.841 0.987 1.508
C 31.32320 -19.25770 26.52792 -1.305 -1.788 -2.024
C 30.13907 -18.91161 25.55582 0.735 0.727 0.634
C 28.83395 -19.41213 25.94154 4.095 1.083 -1.282
N 27.76951 -19.70535 26.09295 -4.447 -1.411 0.997
H 30.57992 -21.44139 26.56590 -0.226 0.342 -0.767
H 31.94726 -21.11267 27.45602 0.356 0.033 0.105
H 32.21942 -21.11243 25.75731 -0.550 -0.271 -0.285
H 32.15071 -18.88927 25.92162 0.473 0.406 0.988
H 31.20267 -18.87008 27.53952 0.162 0.220 -0.331
H 30.43101 -19.21233 24.54963 -0.283 -0.615 0.050
H 29.99100 -17.84103 25.41422 0.174 0.281 0.387
C 36.61075 -14.59180 25.09647 -0.230 -0.187 1.063
C 36.16448 -15.27235 23.84379 -0.614 -0.335 -0.123
C 37.30617 -15.72715 23.00106 0.782 -0.556 -0.258
C 38.33477 -16.48930 23.77085 -0.206 -0.325 -0.209
N 39.08786 -17.14106 24.35548 -0.458 0.547 -0.420
H 37.56170 -14.06222 25.03842 -0.413 0.813 -0.630
H 36.90609 -15.29339 25.87662 -0.547 -0.436 0.063
H 35.74389 -14.02364 25.43386 0.571 0.474 0.487
H 35.51349 -14.65355 23.22623 0.266 0.458 -0.051
H 35.50757 -16.12164 24.03159 0.089 -0.248 0.520
H 37.77711 -14.84627 22.56475 0.225 -0.169 -0.219
H 36.87858 -16.37778 22.23820 0.585 -0.017 -0.301
C 33.60729 -22.92520 17.73701 -1.567 -0.477 -2.002
C 34.27189 -23.12450 19.02975 -0.744 0.189 0.349
C 35.61253 -23.90531 18.87336 -0.098 1.336 0.653
C 35.55943 -25.33421 18.61621 -0.906 -1.097 0.069
N 35.46979 -26.45711 18.36014 0.196 0.883 0.230
H 34.18082 -22.26836 17.08301 0.335 -0.570 -0.382
H 32.63694 -22.42869 17.73768 -0.099 0.245 0.805
H 33.31940 -23.89423 17.32932 0.542 -0.030 -0.802
H 33.54836 -23.57944 19.70623 0.405 -0.562 0.190
H 34.25672 -22.08429 19.35507 1.583 -0.068 0.899
H 36.18118 -23.68970 19.77793 0.350 -0.370 -0.076
H 36.18051 -23.54160 18.01708 0.011 0.547 0.069
C 43.16825 -14.35356 19.40887 -1.628 -0.168 -0.190
C 42.72757 -15.24042 20.60879 1.929 -0.583 0.105
C 41.28607 -15.37733 21.14809 -0.109 2.136 -0.628
C 40.80505 -14.02217 21.55886 -0.426 1.281 0.970
N 40.40754 -12.97412 21.87854 0.664 -1.815 -0.622
H 44.17925 -14.41934 19.00681 0.387 -0.296 1.078
H 42.94068 -13.30552 19.60355 -0.042 0.017 -0.187
H 42.63090 -14.69697 18.52488 -0.577 0.314 -0.070
H 43.32172 -14.95443 21.47671 -0.010 0.325 0.149
H 43.15065 -16.22662 20.41774 -0.458 -0.358 -0.125
H 41.27609 -16.03336 22.01851 -0.152 -0.061 -0.191
H 40.50256 -15.61118 20.42732 0.335 -0.876 -0.248
```
Forces are in eV/Å.


(4)
Formula: C33H46ClMoNOP4S
Source: the Open Molecules 2025 dataset
Level of theory: ωB97M-V/def2-TZVPD

Values from the calculation:
Net charge: +2
2S+1: 3
Max |F| (eV/A): 8.7
HOMO (alpha / beta) (eV): -12.24 / -12.22

The geometry in XYZ format:
```
88
Properties=species:S:1:pos:R:3:forces:R:3
P -3.61653 -0.83002 -0.37344 3.965 1.877 1.666
C -4.07204 0.61729 0.55803 -0.415 0.074 -0.681
C -5.05753 1.11915 -0.33229 -0.298 0.000 0.712
H -4.97789 0.84093 -1.38870 -0.367 0.219 0.233
C -6.13865 1.81493 0.17301 0.081 0.406 -0.023
H -6.93684 2.08922 -0.50852 0.000 0.192 0.267
C -6.16931 2.12720 1.53637 -0.192 -0.110 -0.460
H -7.02807 2.66951 1.91852 0.125 -0.087 0.074
C -5.12711 1.76512 2.39585 0.731 -0.160 -0.157
H -5.17360 2.04865 3.44858 0.107 0.000 -0.353
C -4.04028 1.01680 1.92007 -0.534 -0.320 -0.419
H -3.19708 0.74946 2.56630 -0.528 -0.135 -0.162
C -2.59204 -0.42493 -1.78443 0.118 -0.261 -0.670
C -2.23481 0.82842 -2.35339 -0.496 -0.439 0.037
H -2.14566 1.72527 -1.72960 -0.317 -0.380 -0.231
C -2.01821 0.89424 -3.73455 0.132 -0.030 0.389
H -1.78517 1.85101 -4.20873 -0.016 -0.321 0.214
C -2.15107 -0.25234 -4.52402 -0.084 -0.194 -0.041
H -2.05086 -0.18821 -5.60466 -0.046 0.095 0.178
C -2.41689 -1.49731 -3.94951 0.473 -0.148 -0.008
H -2.54372 -2.39607 -4.54759 0.200 0.239 -0.079
C -2.54866 -1.59826 -2.57667 -0.499 0.563 -0.010
H -2.75792 -2.55174 -2.08291 -0.065 0.119 -0.389
C -2.98413 -2.15657 0.67706 -1.277 -0.016 -0.563
C -4.27197 -2.73376 0.73720 0.381 -0.671 0.461
H -5.10772 -2.13361 0.32235 -0.010 -0.845 0.486
C -4.45039 -4.00145 1.24723 0.103 -0.226 0.303
H -5.44958 -4.41849 1.22944 0.169 -0.272 0.203
C -3.33698 -4.67671 1.76193 -0.530 0.025 -0.192
H -3.49209 -5.67057 2.16802 0.159 0.078 -0.011
C -2.06372 -4.10205 1.76395 0.071 0.752 -0.270
H -1.21970 -4.65215 2.18652 -0.301 0.223 -0.099
C -1.85515 -2.82213 1.21384 -0.562 0.010 -0.092
H -0.86477 -2.35508 1.24603 -0.454 -0.208 -0.131
Mo 2.00943 1.35917 1.29842 0.547 -0.841 -0.711
C 2.90081 0.26949 -0.24194 0.630 -0.021 -0.206
C 2.22006 -0.48218 -1.12937 0.188 -0.200 -0.281
H 3.97851 0.35962 -0.28422 0.437 -0.226 -0.496
C 0.69085 -0.57345 -0.92007 1.291 -0.713 -0.775
O 0.42307 -2.02072 -0.90640 -0.442 0.970 0.541
H -0.53424 -2.15984 -0.80427 0.336 0.129 -0.115
C 0.43294 0.20624 0.32512 2.197 0.400 -0.440
H 0.21070 -0.21518 -1.86399 -0.098 0.449 1.067
C 0.29220 0.89597 1.45990 -7.803 -3.224 -1.895
Cl 0.71405 2.68325 3.27155 0.784 0.300 -0.264
P 2.43082 -0.44132 3.05408 0.607 -0.080 0.358
P 1.59439 3.38274 -0.06503 0.256 1.136 -0.629
C 2.90008 0.23483 4.67013 -0.052 0.043 0.108
H 2.09924 0.89047 5.02568 0.127 -0.074 -0.063
H 3.81361 0.83014 4.57316 -0.156 -0.083 -0.015
H 3.06933 -0.57346 5.38961 -0.001 0.099 -0.123
C 1.13036 -1.65603 3.42564 -0.324 -0.093 -0.011
H 1.05405 -2.39779 2.62253 0.089 0.147 0.052
H 0.16269 -1.14994 3.51531 0.158 -0.034 0.063
H 1.34277 -2.18032 4.36491 0.012 0.114 -0.190
C 3.84828 -1.46402 2.56619 0.218 -0.261 0.062
H 4.70903 -0.82010 2.36074 -0.110 -0.038 0.069
H 3.61184 -2.01977 1.65343 -0.020 0.069 0.104
H 4.11661 -2.17300 3.35668 -0.003 0.080 -0.113
C 2.36843 4.86029 0.64583 0.042 0.126 0.139
H 3.45831 4.77873 0.57894 -0.167 -0.019 0.023
H 2.09068 4.93060 1.70232 0.017 -0.030 -0.127
H 2.03879 5.76348 0.12109 0.077 -0.161 0.038
C 2.31156 3.27196 -1.73210 0.111 0.075 -0.350
H 1.82752 2.47230 -2.30290 0.005 0.071 0.115
H 3.37608 3.02902 -1.65519 -0.116 0.064 0.031
H 2.20478 4.21185 -2.28530 0.003 -0.113 0.110
C -0.12297 3.88791 -0.38309 -0.329 -0.058 0.131
H -0.71004 3.77631 0.53493 0.111 0.056 -0.093
H -0.57139 3.26547 -1.16579 0.147 0.046 0.132
H -0.16054 4.93590 -0.70472 0.062 -0.232 0.043
P 2.97837 -1.38563 -2.52106 -0.616 0.106 0.540
C 4.66147 -0.80751 -2.79412 0.118 0.047 -0.091
C 1.95117 -1.07527 -3.98249 0.056 0.074 -0.203
H 5.25379 -0.98264 -1.88502 -0.161 0.051 -0.269
H 4.64592 0.26939 -3.01472 0.003 -0.308 0.094
H 5.13136 -1.33856 -3.63767 -0.245 0.123 0.309
H 0.93340 -1.45658 -3.81746 0.304 0.028 0.060
H 2.36235 -1.54860 -4.88835 -0.067 0.117 0.385
H 1.89249 0.00968 -4.14816 0.058 -0.258 0.026
C 2.96003 -3.15376 -2.15567 0.111 -0.189 -0.089
H 3.48086 -3.31285 -1.20288 -0.081 0.033 -0.221
H 3.44777 -3.75185 -2.94024 -0.122 0.285 0.195
H 1.91605 -3.46981 -2.03391 0.328 0.138 -0.054
H -0.72137 0.92611 1.73482 -0.808 0.773 2.088
S 5.62856 3.50015 3.22642 1.041 0.675 0.605
C 4.45777 2.74420 2.56325 0.399 0.239 0.270
N 3.56350 2.16917 2.05417 1.024 0.143 -0.117
```
Forces are in eV/Å.


(5)
Formula: C4H8IN2
Source: the Open Molecules 2025 dataset
Level of theory: ωB97M-V/def2-TZVPD

Values from the calculation:
Net charge: +1
Energy above the lowest of the compared OMol25 structures with the same formula, charge and spin (kcal/mol): 69.7
Max |F| (eV/A): 5.1
HOMO (eV): -13.29

The geometry in XYZ format:
```
15
Properties=species:S:1:pos:R:3:forces:R:3
C 0.88882 1.26330 -0.93182 -0.088 0.054 -0.223
N 0.32444 0.45633 -0.11964 0.630 0.432 -0.627
C -0.58614 0.93018 0.89206 -1.066 0.604 1.005
C 0.59778 -0.95313 -0.12094 0.837 -0.641 -0.223
N -0.94463 -1.51889 -0.05755 4.537 0.193 0.204
C 2.00763 -1.28024 -0.09759 -5.132 -0.028 0.180
I 3.61618 0.01939 0.05162 -0.216 -0.244 0.038
H 0.73903 2.32919 -0.83432 -0.122 0.047 0.153
H 1.47664 0.90834 -1.76348 0.031 -0.245 0.050
H -1.60889 0.89750 0.51093 0.189 -0.012 0.038
H -0.54615 0.27987 1.76216 0.112 0.073 -0.069
H -0.34751 1.95422 1.17448 0.152 -0.048 -0.092
H -1.28211 -1.47083 -1.01147 0.040 -0.131 -0.252
H -0.92980 -2.49279 0.23490 0.053 0.010 -0.120
H 2.27065 -2.32584 -0.03920 0.043 -0.064 -0.062
```
Forces are in eV/Å.